Formula: C7H5O3S
Source: the OMol25 dataset
Level of theory: ωB97M-V/def2-TZVPD

As for the total energy: -24317.211 eV. The calculation puts the HOMO energy at -3.9 eV. The HOMO-LUMO gap is 7.23 eV. The SMILES is O=C=C/C=C\C=C(/[S-])C(=O)O. The energy above the lowest of the compared OMol25 structures with the same formula, charge and spin comes out at 44.3 kcal per mole. The calculation puts the LUMO energy at 3.4 eV. Its net charge is -1.

Last column: Mulliken charge in e.
Element x y z (Å)
O -3.57 -1.76 -1.25  -0.53
C -2.79 -1.17 -0.55  0.63
C -1.99 -0.54 0.22  -0.44
C -1.80 0.90 0.56  -0.16
C -0.71 1.61 0.39  -0.29
C 0.55 1.13 -0.23  -0.60
C 1.27 -0.10 -0.01  0.29
S 0.79 -1.23 1.25  -0.61
C 2.70 -0.30 -0.47  0.42
O 3.57 0.43 -0.94  -0.64
O 2.97 -1.63 -0.37  -0.46
H -1.19 -1.24 0.48  0.07
H -2.66 1.45 0.97  0.34
H -0.46 2.62 0.67  0.32
H 1.21 1.79 -0.81  0.33
H 2.12 -1.94 0.07  0.32

Formula: C40H40ClO17P
Source: the OMol25 dataset
Level of theory: ωB97M-V/def2-TZVPD

As for the total energy: -98738.602 eV. The calculation puts the HOMO energy at -8.6 eV. The HOMO-LUMO gap is 6.60 eV. The energy above the lowest of the compared OMol25 structures with the same formula, charge and spin comes out at 0.0 kcal per mole. The calculation puts the LUMO energy at -2.0 eV. Its net charge is 0.

Last column: Mulliken charge in e.
Element x y z (Å)
C 3.56 0.92 -2.25  -0.37
O 3.13 1.65 -1.13  -0.43
C 2.21 2.70 -1.41  -0.75
C 0.94 2.54 -0.59  -0.48
C -0.26 1.99 -1.36  -0.72
C -0.23 0.50 -1.63  0.47
O -0.67 -0.29 -0.48  -0.49
P 0.28 -1.11 0.44  1.06
O -0.47 -2.10 1.22  -0.88
O 0.99 -0.11 1.55  -0.52
Cl 2.61 -0.42 1.86  -0.02
O 1.48 -1.75 -0.34  0.25
C 1.46 -3.18 -0.60  -0.25
C 2.67 -3.50 -1.46  -1.14
C 2.72 -2.68 -2.75  1.18
C 2.24 -3.42 -4.01  -0.88
O 1.16 -2.73 -4.66  -0.32
C 1.49 -1.54 -5.23  0.10
O 1.85 -1.43 -6.36  -0.51
H 4.13 0.06 -1.89  0.22
H 2.71 0.55 -2.84  -0.01
H 4.19 1.52 -2.92  0.42
H 2.71 3.63 -1.12  0.43
H 2.01 2.74 -2.49  0.33
H 0.65 3.52 -0.20  0.51
H 1.19 1.93 0.28  0.37
H -0.30 2.47 -2.34  0.51
H -1.19 2.26 -0.85  0.11
H 0.76 0.16 -1.96  -0.34
H -0.93 0.26 -2.43  0.11
H 0.53 -3.43 -1.11  0.44
H 1.52 -3.70 0.36  -0.04
H 2.66 -4.58 -1.65  0.47
H 3.56 -3.30 -0.86  0.34
H 2.14 -1.77 -2.63  -0.99
H 3.75 -2.36 -2.91  0.47
H 1.84 -4.39 -3.75  0.37
H 3.05 -3.58 -4.72  0.33
H 1.34 -0.66 -4.58  0.57
C -4.04 0.06 -7.16  -0.39
C -3.29 0.47 -6.15  -0.47
C -2.06 -0.26 -5.76  0.41
O -1.36 0.11 -4.84  -0.39
C -1.70 -1.47 -6.55  -0.06
C -2.45 -1.89 -7.56  -0.58
C -3.69 -1.16 -7.95  0.30
O -4.38 -1.53 -8.87  -0.55
H -4.95 0.57 -7.46  0.41
H -3.53 1.35 -5.56  0.43
H -0.80 -1.98 -6.23  0.40
H -2.21 -2.76 -8.14  0.45
C 0.33 -4.18 3.94  -0.38
C 1.25 -3.83 3.04  0.09
C 2.55 -4.54 2.93  0.32
O 3.36 -4.19 2.09  -0.55
C 2.81 -5.66 3.86  -0.51
C 1.91 -6.01 4.77  -0.45
C 0.60 -5.30 4.89  0.05
O -0.20 -5.65 5.73  -0.54
H -0.62 -3.67 4.02  0.75
H 1.08 -3.03 2.34  0.42
H 3.77 -6.16 3.75  0.43
H 2.07 -6.82 5.46  0.42
C -3.83 2.24 4.34  -0.82
C -3.53 2.84 3.19  -0.47
C -2.37 2.41 2.37  0.08
O -2.09 2.97 1.33  -0.49
C -1.56 1.28 2.88  -0.29
C -1.86 0.67 4.02  -0.36
C -3.02 1.10 4.84  0.89
O -3.29 0.55 5.89  -0.53
H -4.67 2.53 4.95  0.42
H -4.11 3.67 2.80  0.46
H -0.72 0.96 2.27  0.80
H -1.28 -0.16 4.40  0.53
C -0.14 8.25 -1.86  -0.35
C -0.29 6.93 -1.76  -0.40
C 0.36 6.00 -2.72  0.29
O 0.21 4.80 -2.62  -0.34
C 1.19 6.59 -3.79  -0.36
C 1.35 7.91 -3.90  -0.36
C 0.70 8.84 -2.94  0.33
O 0.84 10.04 -3.03  -0.54
H -0.60 8.95 -1.18  0.40
H -0.89 6.47 -0.98  0.48
H 1.65 5.89 -4.48  0.43
H 1.95 8.37 -4.67  0.40
C -2.20 -0.90 6.83  -0.54
C -2.15 -0.27 8.00  0.00
C -1.77 -0.98 9.25  0.01
O -1.72 -0.40 10.31  -0.57
C -1.45 -2.43 9.14  -0.46
C -1.50 -3.06 7.98  -0.41
C -1.88 -2.35 6.73  0.16
O -1.92 -2.93 5.67  -0.55
H -2.49 -0.41 5.91  0.88
H -2.38 0.79 8.11  0.44
H -1.17 -2.92 10.07  0.43
H -1.27 -4.12 7.87  0.49

Formula: C23H39B2BrN2O9P
Source: the OMol25 dataset
Level of theory: ωB97M-V/def2-TZVPD

As for the total energy: -126575.583 eV. The calculation puts the HOMO energy at -4.2 eV. The HOMO-LUMO gap is 6.24 eV. The calculation puts the LUMO energy at 2.1 eV. Its net charge is -1.

Last column: Mulliken charge in e.
Element x y z (Å)
C -4.52 4.85 2.50  -0.57
O -4.19 4.89 1.09  -0.39
C -4.81 3.80 0.36  -0.89
C -3.68 2.63 0.16  0.75
B -2.34 3.56 -0.07  0.64
N -1.33 3.81 1.03  -0.61
O -2.04 4.23 -1.35  -0.72
O -3.79 1.95 1.45  -0.32
P -3.55 0.21 1.32  0.49
O -3.25 -1.52 1.09  -0.41
C -1.83 -1.81 1.11  -0.81
C -1.10 -1.53 -0.31  0.67
N 0.36 -1.85 -0.25  -0.14
C 1.15 -0.88 0.56  -0.87
C 1.22 0.61 -0.01  1.37
C 1.29 1.59 1.30  -1.30
O 2.42 0.87 -0.82  -0.43
B -5.48 -0.03 1.56  0.72
O -6.15 -1.30 1.26  -0.57
O -6.35 1.05 2.04  -0.62
O -3.92 0.20 -0.39  -0.40
C -4.05 1.54 -0.98  0.54
C -3.12 1.40 -2.28  -0.45
C -3.54 2.40 -3.48  0.30
O -4.60 3.09 -3.40  -0.50
Br -2.35 2.51 -5.09  -0.23
H -4.06 3.95 3.05  0.19
H -4.07 5.79 3.01  0.25
H -5.66 4.90 2.67  0.28
H -5.20 4.14 -0.66  0.25
H -5.69 3.39 0.98  0.20
H -1.53 4.72 1.50  0.23
H -0.40 3.96 0.59  0.14
H -1.51 3.61 -1.89  0.28
H -3.42 -0.06 2.73  -0.31
H -2.16 0.58 1.21  -0.45
H -1.29 -1.29 1.99  0.26
H -1.73 -2.96 1.28  0.23
H -1.36 -0.45 -0.58  -0.65
H -1.54 -2.18 -1.16  0.34
H 0.76 -2.01 -1.18  0.18
H 0.84 -0.87 1.68  0.36
H 2.23 -1.28 0.56  0.20
H 0.33 0.93 -0.65  -0.64
H 2.01 1.08 2.04  0.29
H 0.26 1.53 1.81  0.31
H 1.60 2.65 1.03  0.27
H 2.35 1.78 -1.20  0.33
H -6.33 -1.34 0.29  0.29
H -6.93 1.30 1.29  0.27
H -5.14 1.67 -1.27  0.25
H -2.00 1.41 -2.06  -0.16
H -3.33 0.34 -2.71  0.55
C 5.48 -1.89 -2.43  -0.31
C 5.30 -3.17 -2.96  -0.55
C 4.04 -3.61 -3.32  -0.32
C 2.94 -2.77 -3.15  -0.60
C 3.11 -1.49 -2.63  -0.35
C 4.38 -1.06 -2.26  -0.37
H 6.47 -1.55 -2.15  0.36
H 6.16 -3.82 -3.09  0.35
H 3.90 -4.61 -3.72  0.36
H 1.95 -3.11 -3.44  0.40
H 2.25 -0.84 -2.50  0.69
H 4.51 -0.06 -1.84  0.33
C 5.27 -3.62 2.91  -0.41
C 6.66 -3.64 2.96  -0.40
C 7.39 -3.66 1.77  -0.43
C 6.74 -3.65 0.55  -0.33
C 5.34 -3.62 0.50  0.09
C 4.61 -3.61 1.68  -0.65
H 4.69 -3.60 3.83  0.37
H 7.17 -3.64 3.91  0.35
H 8.48 -3.69 1.81  0.35
H 7.31 -3.66 -0.37  0.34
H 4.83 -3.61 -0.45  0.29
H 3.53 -3.59 1.65  0.46

Formula: C45H38BrCl2F4N6O3PSSeSr
Source: the OMol25 dataset
Level of theory: ωB97M-V/def2-TZVPD

As for the total energy: -254630.125 eV. The calculation puts the HOMO energy at -6.8 eV. The HOMO-LUMO gap is 6.75 eV. The energy above the lowest of the compared OMol25 structures with the same formula, charge and spin comes out at 47.9 kcal per mole. The calculation puts the LUMO energy at -0.1 eV. Its net charge is 0.

Last column: Mulliken charge in e.
Element x y z (Å)
Sr -0.58 -1.22 -0.06  2.59
Cl -6.61 1.59 1.90  -0.24
C -5.70 0.27 1.24  0.11
C -4.60 0.56 0.45  -0.74
C -3.76 -0.45 -0.03  -1.01
N -2.57 -0.22 -0.71  0.07
C -2.44 0.82 -1.55  -0.29
O -3.24 1.72 -1.81  -0.76
C -1.17 0.75 -2.38  0.28
C -1.06 1.58 -3.49  -0.96
C 0.00 1.42 -4.36  -0.86
C 0.93 0.42 -4.11  -0.90
C 0.78 -0.33 -2.96  -0.78
N -0.23 -0.17 -2.11  0.69
C -4.13 -1.80 0.23  1.15
C -5.27 -2.07 0.98  -0.48
C -6.04 -1.04 1.52  -0.03
Cl -7.40 -1.43 2.52  -0.24
N -3.44 -2.85 -0.36  -0.59
C -2.24 -3.15 -0.03  -0.79
O -1.54 -2.75 0.96  -0.82
C -1.53 -4.00 -1.05  1.13
C -1.99 -5.23 -1.50  -1.03
C -1.28 -5.86 -2.50  -0.42
C -0.16 -5.24 -3.04  -1.00
C 0.23 -4.02 -2.51  -0.17
N -0.43 -3.41 -1.52  0.62
H -4.37 1.58 0.20  1.04
H -1.84 2.31 -3.65  0.61
H 0.09 2.05 -5.24  0.48
H 1.74 0.23 -4.80  0.50
H 1.49 -1.10 -2.70  0.50
H -5.54 -3.10 1.16  0.49
H -2.88 -5.67 -1.08  0.55
H -1.59 -6.83 -2.87  0.42
H 0.41 -5.67 -3.85  0.44
H 1.10 -3.50 -2.89  0.36
F 3.60 3.59 5.23  -0.30
C 2.61 3.10 4.49  0.54
C 1.84 3.94 3.73  0.34
F 2.08 5.25 3.74  -0.31
C 0.79 3.45 2.96  0.23
F 0.08 4.36 2.31  -0.38
C 0.48 2.09 2.92  -0.10
P -0.78 1.24 1.84  1.51
C -2.07 0.93 3.10  0.66
C -2.45 1.90 4.03  -0.54
C -3.47 1.64 4.93  -0.71
C -4.11 0.41 4.92  -0.82
C -3.72 -0.57 4.02  -0.60
C -2.71 -0.31 3.11  -0.76
C -1.41 2.65 0.87  1.34
C -0.60 3.06 -0.19  0.17
C -0.99 4.12 -0.99  -0.21
C -2.21 4.76 -0.76  -1.01
C -3.01 4.34 0.29  -0.82
C -2.62 3.29 1.10  -1.06
C 1.29 1.26 3.71  -0.34
Br 0.96 -0.59 3.81  -0.13
C 2.33 1.75 4.48  0.43
F 3.07 0.92 5.23  -0.35
H -1.95 2.87 4.05  0.37
H -3.77 2.41 5.63  0.44
H -4.90 0.21 5.63  0.39
H -4.21 -1.53 4.01  0.53
H -2.41 -1.07 2.40  0.86
H 0.35 2.56 -0.36  -0.06
H -0.36 4.45 -1.81  0.25
H -2.52 5.56 -1.41  0.38
H -3.96 4.83 0.47  0.40
H -3.26 2.98 1.91  0.32
C 2.58 -4.87 2.15  -1.21
C 2.21 -3.40 1.99  -0.30
S 2.24 -2.86 0.25  0.50
O 1.55 -1.52 0.28  -1.19
C 3.99 -2.36 0.10  0.19
C 5.01 -3.49 0.11  -1.37
H 2.45 -5.17 3.19  0.41
H 3.62 -5.05 1.88  0.24
H 1.94 -5.50 1.54  0.27
H 2.86 -2.73 2.56  0.43
H 1.17 -3.22 2.28  0.13
H 4.16 -1.62 0.88  0.47
H 3.99 -1.84 -0.86  -0.25
H 5.18 -3.87 1.11  0.31
H 5.96 -3.12 -0.27  0.41
H 4.69 -4.31 -0.54  0.33
C 5.03 -0.24 -3.22  -1.09
N 4.41 1.02 -3.52  0.31
C 4.46 1.66 -4.74  -0.59
C 3.75 2.80 -4.62  -0.49
N 3.27 2.86 -3.33  0.43
C 2.46 3.93 -2.80  -0.97
C 3.67 1.75 -2.64  -0.31
Se 3.31 1.35 -0.90  -0.17
H 5.96 -0.33 -3.79  0.40
H 4.37 -1.07 -3.47  0.27
H 5.25 -0.28 -2.15  0.39
H 5.00 1.25 -5.58  0.48
H 3.55 3.58 -5.34  0.49
H 3.00 4.87 -2.86  0.35
H 2.24 3.70 -1.76  0.10
H 1.53 4.00 -3.36  0.42

Formula: C6H10O
Source: the OMol25 dataset
Level of theory: ωB97M-V/def2-TZVPD

As for the total energy: -8431.035 eV. The calculation puts the HOMO energy at -9.6 eV. The HOMO-LUMO gap is 10.10 eV. The SMILES is CC/C=C\C(C)=O. The energy above the lowest of the compared OMol25 structures with the same formula, charge and spin comes out at 4.7 kcal per mole. The calculation puts the LUMO energy at 0.5 eV. Its net charge is 0.

Last column: Mulliken charge in e.
Element x y z (Å)
C -0.47 -0.12 2.16  -0.99
C 0.29 -1.21 1.39  -0.51
C 1.24 -0.66 0.36  -0.29
C 0.91 -0.05 -0.79  -0.45
C -0.48 0.22 -1.26  0.95
C -0.60 1.25 -2.36  -1.32
O -1.47 -0.30 -0.76  -0.56
H -1.10 0.45 1.47  0.29
H -1.11 -0.56 2.92  0.28
H 0.22 0.58 2.65  0.31
H 0.84 -1.84 2.10  0.35
H -0.44 -1.86 0.89  0.28
H 2.31 -0.76 0.57  0.35
H 1.70 0.34 -1.43  0.30
H -0.19 0.86 -3.31  0.33
H -1.64 1.53 -2.52  0.34
H -0.01 2.14 -2.09  0.34

Formula: C19H43F3Li2N2O5
Source: the OMol25 dataset
Level of theory: ωB97M-V/def2-TZVPD

As for the total energy: -42175.500 eV. The calculation puts the HOMO energy at -7.2 eV. The HOMO-LUMO gap is 7.13 eV. The energy above the lowest of the compared OMol25 structures with the same formula, charge and spin comes out at 202.5 kcal per mole. The calculation puts the LUMO energy at -0.1 eV. Its net charge is 0.

Last column: Mulliken charge in e.
Element x y z (Å)
Li -1.94 -2.28 1.05  0.82
Li -2.25 1.73 1.01  0.77
O -3.54 -0.20 2.81  -0.96
H -4.10 0.13 3.53  0.11
O -0.76 -0.33 -0.88  -0.93
H -0.23 -0.55 -1.68  0.09
C 0.05 4.83 -0.16  -1.36
C -1.49 5.09 -0.37  -0.56
N -2.35 4.90 0.84  0.18
C -1.85 5.73 1.93  -0.52
C -2.57 5.28 3.24  -1.21
C -3.73 5.14 0.37  -0.25
C -4.30 3.93 -0.39  -1.19
H 0.69 4.92 -1.04  0.41
H 0.32 3.81 0.10  0.29
H 0.52 5.61 0.44  0.37
H -1.45 6.13 -0.69  0.29
H -1.89 4.51 -1.21  0.44
H -0.81 5.46 2.09  0.34
H -1.72 6.81 1.86  0.33
H -3.51 5.81 3.38  0.29
H -2.88 4.24 3.22  0.30
H -1.82 5.47 4.00  0.41
H -3.78 5.88 -0.42  0.27
H -4.44 5.37 1.17  0.32
H -5.08 4.15 -1.12  0.29
H -4.74 3.29 0.38  0.33
H -3.61 3.33 -0.97  0.31
C -0.43 -5.45 0.23  -1.13
C -0.47 -5.77 1.70  -0.49
N -1.75 -5.46 2.33  -0.07
C -2.77 -6.48 1.96  -0.44
C -4.16 -6.15 2.44  -1.29
C -1.69 -5.30 3.76  -0.62
C -1.11 -6.49 4.52  -1.06
H -1.44 -5.22 -0.14  0.31
H 0.05 -6.27 -0.29  0.27
H 0.11 -4.52 0.01  0.32
H -0.26 -6.84 1.82  0.27
H 0.31 -5.24 2.25  0.47
H -2.83 -6.57 0.88  0.33
H -2.22 -7.36 2.32  0.42
H -4.24 -5.89 3.49  0.31
H -4.40 -5.30 1.79  0.30
H -4.92 -6.92 2.28  0.37
H -2.68 -5.01 4.10  0.35
H -0.99 -4.47 3.89  0.43
H -1.03 -6.18 5.57  0.38
H -0.14 -6.80 4.15  0.28
H -1.67 -7.41 4.32  0.30
C 4.57 -0.21 0.74  -1.06
C 5.27 -0.13 -0.64  -0.24
O 6.56 0.47 -0.66  -0.29
C 6.88 1.80 -0.54  0.42
O 6.03 2.71 -0.78  -0.54
C 8.33 2.07 -0.28  0.82
F 8.58 2.97 0.64  -0.24
F 8.96 0.93 0.19  -0.24
F 8.93 2.54 -1.39  -0.23
H 3.52 -0.41 0.50  0.37
H 4.45 0.75 1.25  0.32
H 5.01 -0.88 1.48  0.31
H 4.63 0.46 -1.29  0.33
H 5.45 -1.09 -1.12  0.29
C 1.80 1.57 -6.23  -1.00
C 1.16 1.62 -7.63  0.77
O 0.40 2.51 -8.01  -0.56
C 1.39 0.41 -8.50  -0.99
H 2.15 2.50 -5.79  0.31
H 2.64 0.88 -6.30  0.29
H 1.15 1.06 -5.51  0.27
H 2.40 0.05 -8.30  0.34
H 1.10 0.63 -9.53  0.31
H 0.60 -0.28 -8.20  0.26

Question: Which value of LUMO does entry 3 give?
Answer: 2.1 eV

Question: What is the formula in the third record?
Answer: C23H39B2BrN2O9P

Question: What is the HOMO-LUMO gap in the third record?
Answer: 6.24 eV

Question: Which value of net charge does entry 4 give?
Answer: 0